Here is 2 unconnected molecules or ions with the total composition C5H11N from the Open Molecules 2025 dataset. Energies are from ωB97M-V with the def2-TZVPD basis set.

Output
Kohn-Sham gap (eV): 10.42
Calculated total energy (a.u.): -251.80021
SMILES string: C/C=C/C.C=N
Maximum force (eV Å⁻¹): 2.374
LUMO level (eV): 1.1
HOMO (eV): -9.33

ORCA input file:
```
! RIJCOSX wB97M-V def2-TZVPD def2/J DEFGRID3
* xyz 0 1
C -0.06804 -1.26308 0.68252
C -1.09223 -0.60180 0.18112
C -2.14690 0.08558 0.97823
C 0.87473 -2.12509 -0.08967
H 0.10505 -1.27551 1.79529
H -1.25222 -0.63863 -0.89011
H -2.29177 1.17360 0.81616
H -3.15220 -0.30720 0.89299
H -1.94712 -0.02879 2.08973
H 0.68023 -1.94579 -1.12704
H 0.73311 -3.20001 0.13157
H 1.91602 -1.90598 0.15173
C 1.71380 2.67155 -1.34175
N 1.59156 1.85796 -0.36875
H 2.64072 3.22405 -1.40972
H 0.99461 2.83958 -2.16660
H 0.70065 1.43956 -0.32570
*
```